a.
Molecular formula: CHClS
Method: DFT, wB97M-V/def2-TZVPD

Output
frontier orbital gap = 10.80 eV
HOMO level = -10.98 eV
molecular weight = 80.54 g mol⁻¹

XYZ file:
```
4
CHClS (wB97M-V/def2-TZVPD)
C -1.934 -0.292 0.016
S -3.414 0.178 0.003
Cl 1.503 0.230 -0.020
H 1.423 -0.711 0.816
```

For reference, the Löwdin charges in units of e are: -0.598 0.604 0.259 -0.265



b.
Molecular formula: CHClS
Method: DFT, wB97M-V/def2-TZVPD

Output
frontier orbital gap = 10.95 eV
HOMO level = -11.41 eV
molecular weight = 80.54 g mol⁻¹

XYZ file:
```
4
CHClS (wB97M-V/def2-TZVPD)
C -2.923 -0.246 0.523
S -4.268 0.081 -0.081
Cl 0.421 1.351 -0.114
H -0.508 0.404 -0.128
```

For reference, the Löwdin charges in units of e are: -0.611 0.669 0.219 -0.277



Which of them is the least stable? Correct choice: a.



a.
Molecular formula: C5H14NO2
Method: DFT, wB97M-V/def2-TZVPD

Output
frontier orbital gap = 5.10 eV
HOMO level = -15.04 eV
molecular weight = 120.17 g mol⁻¹
charge = +1

XYZ file:
```
22
C5H14NO2 (wB97M-V/def2-TZVPD)
O -2.458 -0.544 -1.806
C -0.803 -0.951 -1.772
C -0.451 -0.975 -0.282
N 0.950 -1.270 0.043
C 0.821 1.229 2.401
C -0.569 1.060 1.749
C -0.556 0.515 0.267
H -1.853 -1.564 -1.782
H -0.370 -0.035 -2.263
H -0.300 -1.828 -2.245
H -1.357 -1.512 0.085
H 1.124 0.242 2.706
H 1.039 -2.317 0.128
H 0.761 1.995 3.157
H 1.571 1.453 1.608
H -1.044 0.351 2.433
H -1.065 1.992 1.805
H 0.101 1.126 -0.322
H -1.472 0.864 -0.168
H 2.735 0.673 -1.382
H 2.022 -0.009 -0.328
O 2.558 0.818 -0.432
```

For reference, the Löwdin charges in units of e are: -0.044 -0.096 -0.293 0.378 -0.079 -0.187 -0.104 0.109 0.167 0.168 0.184 0.072 0.156 0.083 0.066 0.113 0.108 0.105 0.124 0.063 -0.035 -0.060



b.
Molecular formula: C5H14NO2
Method: DFT, wB97M-V/def2-TZVPD

Output
frontier orbital gap = 10.28 eV
HOMO level = -13.46 eV
molecular weight = 120.17 g mol⁻¹
charge = +1

XYZ file:
```
22
C5H14NO2 (wB97M-V/def2-TZVPD)
C 0.721 -1.825 -1.570
O 0.875 -1.659 -0.133
C -0.380 -0.922 -2.132
C -0.653 0.474 -1.538
C -0.164 0.815 -0.172
C -1.064 1.392 0.602
N -0.764 1.725 2.031
H 1.672 -1.423 -1.830
H 0.592 -2.899 -1.692
H 0.285 -2.277 0.343
H 0.129 -0.668 -3.091
H -1.289 -1.501 -2.272
H -0.214 1.197 -2.234
H -1.751 0.647 -1.639
H 0.925 0.645 -0.082
H -2.107 1.503 0.398
H -1.604 1.646 2.613
H -0.348 2.619 2.284
H -0.097 1.033 2.420
H 1.361 -0.778 2.194
H 2.280 0.127 3.087
O 1.595 0.132 2.411
```

For reference, the Löwdin charges in units of e are: -0.196 -0.133 -0.153 -0.182 -0.074 -0.069 0.181 0.111 0.129 0.102 0.123 0.112 0.126 0.127 0.135 0.119 0.169 0.169 0.113 0.052 0.074 -0.036



c.
Molecular formula: C5H14NO2
Method: DFT, wB97M-V/def2-TZVPD

Output
frontier orbital gap = 10.51 eV
HOMO level = -13.62 eV
molecular weight = 120.17 g mol⁻¹
charge = +1

XYZ file:
```
22
C5H14NO2 (wB97M-V/def2-TZVPD)
C 0.165 2.295 -0.893
O 0.027 2.815 0.462
C 1.233 1.216 -0.916
C 0.713 -0.232 -0.767
C 0.323 -0.565 0.628
C 0.174 0.116 1.726
N 0.171 -2.093 0.834
H -0.837 1.891 -1.064
H 0.361 3.121 -1.574
H 0.151 3.754 0.476
H 2.050 1.510 -0.262
H 1.744 1.213 -1.883
H -0.066 -0.380 -1.513
H 1.544 -0.864 -1.088
H 0.206 1.201 1.720
H -0.172 -0.261 2.686
H 0.770 -2.305 1.627
H 0.213 -2.725 0.038
H -0.799 -2.191 1.148
H -3.113 -1.950 -0.169
H -2.471 -2.961 -1.057
O -2.387 -2.603 -0.161
```

For reference, the Löwdin charges in units of e are: -0.203 -0.100 -0.169 -0.147 -0.260 0.123 0.214 0.120 0.124 0.081 0.128 0.118 0.127 0.125 0.075 0.101 0.165 0.159 0.122 0.077 0.067 -0.049



Which of them is the least stable? Correct choice: a.



a.
Molecular formula: C2H25N2O9
Method: DFT, wB97M-V/def2-TZVPD

Output
frontier orbital gap = 9.82 eV
HOMO level = -13.07 eV
molecular weight = 221.23 g mol⁻¹
charge = +1

XYZ file:
```
38
C2H25N2O9 (wB97M-V/def2-TZVPD)
C -1.078 3.440 -0.047
N 1.765 2.248 -1.906
C 0.706 2.934 -1.568
N 0.010 2.586 -0.532
H -0.954 4.352 -0.582
H -0.935 3.573 1.017
H -2.036 3.026 -0.343
H 2.096 1.464 -1.321
H 2.521 2.678 -2.425
H 0.189 3.496 -2.299
H 0.335 1.831 0.051
H 0.707 -3.352 0.803
H 1.066 -3.672 -0.665
O 1.461 -3.681 0.215
H 3.050 -0.005 2.969
H 4.066 -1.013 2.342
O 3.448 -0.269 2.128
H 2.113 -0.893 1.280
H 1.490 -1.858 0.261
O 1.436 -0.918 0.563
H -0.591 -0.032 3.066
H -0.047 -0.079 1.791
O 0.003 0.547 2.549
H -3.068 -0.728 0.954
H -1.931 -0.088 0.217
O -2.196 -0.895 0.756
H -0.207 -0.421 -2.542
H -1.119 -0.917 -3.686
O -0.904 -0.142 -3.142
H -1.208 -1.817 1.985
H -0.725 -2.882 2.969
O -0.397 -2.119 2.460
H -1.671 -1.999 -0.591
H -1.819 -3.288 -1.317
O -1.167 -2.632 -1.147
H -3.311 1.326 -1.230
H -2.098 0.884 -1.906
O -2.396 1.127 -1.029
```

For reference, the Löwdin charges in units of e are: -0.010 0.185 -0.148 0.045 0.084 0.109 0.068 0.144 0.139 0.164 0.144 0.051 0.032 -0.076 0.066 0.096 -0.052 -0.003 0.001 -0.123 0.033 -0.025 -0.101 0.034 0.064 -0.042 0.034 0.070 -0.053 0.019 0.076 -0.077 0.007 0.033 -0.046 0.086 0.028 -0.055



b.
Molecular formula: C2H25N2O9
Method: DFT, wB97M-V/def2-TZVPD

Output
frontier orbital gap = 11.52 eV
HOMO level = -13.86 eV
molecular weight = 221.23 g mol⁻¹
charge = +1

XYZ file:
```
38
C2H25N2O9 (wB97M-V/def2-TZVPD)
C -0.401 2.610 1.796
N 0.553 1.518 1.925
C 0.516 0.705 2.950
N 1.365 -0.307 3.059
H -0.713 2.708 0.727
H 0.047 3.564 2.078
H -1.323 2.399 2.356
H 1.289 1.421 1.221
H -0.223 0.891 3.729
H 1.989 -0.561 2.303
H 1.283 -0.936 3.844
H -2.875 0.118 3.595
H -2.260 -0.354 2.317
O -2.038 0.186 3.119
H 0.391 -2.143 -1.929
H 1.393 -2.366 -3.117
O 1.273 -1.877 -2.297
H -1.643 -3.332 -1.710
H -1.773 -1.792 -1.700
O -1.176 -2.534 -1.433
H -2.356 0.472 -1.822
H -3.652 -0.322 -2.235
O -2.840 -0.390 -1.723
H 1.735 1.165 -2.113
H 0.967 -0.166 -2.511
O 0.940 0.808 -2.552
H 3.891 -2.069 -0.519
H 2.486 -1.641 -1.094
O 3.201 -1.403 -0.465
H -0.544 1.511 -2.118
H -1.645 2.432 -2.702
O -1.445 1.887 -1.933
H -2.798 -0.928 0.100
H -1.884 -2.009 0.639
O -2.571 -1.396 0.932
H 3.332 0.327 -0.804
H 3.830 1.767 -1.048
O 3.025 1.258 -0.897
```

For reference, the Löwdin charges in units of e are: -0.036 0.034 -0.159 0.190 0.097 0.094 0.087 0.152 0.142 0.124 0.132 0.065 0.018 -0.093 0.032 0.094 -0.063 0.087 0.031 -0.056 0.025 0.083 -0.069 0.016 0.007 -0.071 0.066 0.009 -0.066 0.012 0.070 -0.071 0.026 0.038 -0.058 0.014 0.069 -0.072



Which of them is the least stable? Correct choice: a.



a.
Molecular formula: C4H8FN
Method: DFT, wB97M-V/def2-TZVPD

Output
frontier orbital gap = 9.95 eV
HOMO level = -9.29 eV
molecular weight = 89.11 g mol⁻¹

XYZ file:
```
14
C4H8FN (wB97M-V/def2-TZVPD)
C 1.036 -1.164 -1.100
C -0.197 -0.247 -0.779
C 0.049 0.833 0.241
C -0.655 -0.374 0.692
H 1.132 -1.367 -2.487
H 2.136 -0.657 -0.503
H 1.009 -2.487 -0.911
H -0.705 -0.155 -1.732
H -0.580 1.653 0.264
H 1.534 1.880 -0.464
H 2.247 0.374 0.717
H -0.302 -1.220 1.288
N 1.392 1.347 0.581
F -1.957 -0.193 0.604
```

For reference, the Löwdin charges in units of e are: -0.155 -0.270 -0.366 -0.271 0.136 0.091 0.118 0.119 0.118 0.156 0.167 0.157 -0.038 0.038



b.
Molecular formula: C4H8FN
Method: DFT, wB97M-V/def2-TZVPD

Output
frontier orbital gap = 11.00 eV
HOMO level = -9.83 eV
molecular weight = 89.11 g mol⁻¹

XYZ file:
```
14
C4H8FN (wB97M-V/def2-TZVPD)
H 1.720 -0.369 1.475
N 2.193 -0.916 0.740
C 2.418 -0.130 -0.210
F 2.199 1.228 -0.163
H 2.851 -0.563 -1.042
C -0.232 -0.705 -1.081
C -0.773 0.401 -0.659
C -1.113 0.602 0.790
H -0.028 -0.868 -2.091
H 0.144 -1.289 -0.313
H -1.148 1.217 -1.303
H -2.124 1.082 0.771
H -1.413 -0.307 1.254
H -0.440 1.047 1.358
```

For reference, the Löwdin charges in units of e are: 0.070 0.124 -0.292 0.014 0.098 -0.036 -0.232 -0.099 0.051 0.024 0.106 0.094 0.067 0.011



Which of them is the least stable? Correct choice: a.



a.
Molecular formula: C5H13N
Method: DFT, wB97M-V/def2-TZVPD

Output
frontier orbital gap (spin up / spin down) = 8.99 / 3.37 eV
multiplicity = 2
HOMO level (spin up / spin down) = -12.70 / -12.70 eV
molecular weight = 87.17 g mol⁻¹
charge = +1

XYZ file:
```
19
C5H13N (wB97M-V/def2-TZVPD)
C -2.010 -1.460 -0.809
C -1.620 -0.651 -2.019
C -1.059 0.552 -1.960
H -1.076 -1.702 -0.271
H -2.552 -0.860 -0.066
H -2.497 -2.415 -0.985
H -2.053 -0.859 -2.998
H -0.903 1.240 -2.773
H -0.832 0.927 -0.956
C 1.351 -0.678 1.199
C 1.223 0.875 0.943
N 2.160 1.614 1.726
H 0.752 -0.900 2.080
H 1.038 -1.267 0.350
H 2.363 -0.862 1.557
H 1.384 1.074 -0.112
H 0.137 1.094 1.113
H 2.251 2.525 1.263
H 1.943 1.753 2.717
```

For reference, the Löwdin charges in units of e are: -0.098 -0.217 -0.025 0.048 0.083 0.076 0.101 0.057 0.028 -0.016 -0.215 0.301 0.087 0.077 0.084 0.119 0.175 0.165 0.170



b.
Molecular formula: C5H13N
Method: DFT, wB97M-V/def2-TZVPD

Output
frontier orbital gap (spin up / spin down) = 12.09 / 6.43 eV
multiplicity = 2
HOMO level (spin up / spin down) = -15.49 / -15.46 eV
molecular weight = 87.17 g mol⁻¹
charge = +1

XYZ file:
```
19
C5H13N (wB97M-V/def2-TZVPD)
C 0.201 -1.478 0.679
C -0.292 -0.206 0.057
C -0.310 1.020 0.924
C 0.608 0.025 -1.268
C 0.340 1.395 -1.884
N -0.332 -1.740 1.937
H 1.265 -1.465 0.775
H 0.047 -2.419 0.029
H -1.345 -0.428 -0.222
H 0.505 1.803 0.875
H -0.299 0.736 2.060
H -1.334 1.600 0.938
H 1.675 -0.103 -0.884
H 0.492 -0.750 -2.034
H 0.779 1.579 -2.891
H 0.716 2.220 -1.242
H -0.665 1.552 -1.878
H -1.058 -0.865 2.064
H -0.993 -2.474 1.965
```

For reference, the Löwdin charges in units of e are: -0.223 -0.362 -0.083 -0.179 -0.093 0.268 0.159 0.199 0.157 0.109 0.099 0.137 0.134 0.115 0.105 0.083 0.041 0.200 0.133



Which of them is the least stable? Correct choice: a.